{
  "formula": "C39H82AlCl2F3N7O11S",
  "method": "ωB97M-V/def2-TZVPD",
  "elements": ["C", "C", "C", "C", "O", "C", "C", "C", "O", "C", "C", "F", "F", "F", "O", "Al", "C", "C", "Cl", "C", "C", "Cl", "O", "C", "C", "C", "S", "C", "C", "H", "H", "H", "H", "H", "H", "H", "H", "H", "H", "H", "H", "H", "H", "H", "H", "H", "H", "H", "H", "H", "H", "H", "H", "H", "H", "H", "H", "H", "H", "H", "H", "H", "C", "C", "O", "N", "C", "H", "H", "H", "H", "H", "H", "H", "C", "C", "O", "N", "C", "H", "H", "H", "H", "H", "H", "H", "C", "C", "O", "N", "C", "H", "H", "H", "H", "H", "H", "H", "C", "C", "O", "N", "C", "H", "H", "H", "H", "H", "H", "H", "C", "C", "O", "N", "C", "H", "H", "H", "H", "H", "H", "H", "C", "C", "O", "N", "C", "H", "H", "H", "H", "H", "H", "H", "C", "C", "O", "N", "C", "H", "H", "H", "H", "H", "H", "H"],
  "xyz": [[-4.20319, 0.20117, -4.79191], [-3.89739, 1.47247, -3.97619], [-2.40461, 1.67178, -3.79208], [-1.75592, 0.69051, -2.80698], [-1.18008, -0.36853, -3.55837], [-0.73263, -1.55057, -2.88977], [-1.52178, -2.71906, -3.53609], [-2.93696, -2.99455, -3.03751], [-3.17445, -4.10623, -2.17390], [-2.09432, -4.93877, -1.89077], [-2.49391, -5.89289, -0.78731], [-2.42206, -5.32473, 0.44572], [-1.62467, -6.95348, -0.77237], [-3.75349, -6.39985, -0.93943], [0.58788, -1.73489, -3.37085], [1.46825, -2.83475, -2.27175], [1.55655, -4.71614, -3.00462], [3.38222, -2.36291, -1.74848], [4.27980, -3.79005, -1.08553], [3.59033, -1.12625, -0.84173], [5.02051, -0.58578, -0.93441], [3.33924, -1.57985, 0.88350], [0.14232, -2.75370, -1.05086], [-0.61731, -1.56339, -1.33795], [-1.84837, -1.72795, -0.45416], [0.30803, -0.42980, -0.78700], [-0.41259, 0.96854, 0.11719], [-0.32965, 0.54960, 1.86929], [0.83057, 1.23051, 2.62602], [-5.09547, 0.35407, -5.39458], [-4.30946, -0.66028, -4.13981], [-3.38808, 0.02083, -5.48557], [-4.24863, 2.31901, -4.56388], [-4.43355, 1.50096, -3.02993], [-1.86950, 1.54255, -4.73070], [-2.16992, 2.67875, -3.45244], [-0.95445, 1.22990, -2.30659], [-2.50678, 0.35323, -2.09651], [-1.62845, -2.38844, -4.56492], [-0.85453, -3.57157, -3.57965], [-3.30592, -2.10552, -2.52934], [-3.59464, -3.10798, -3.89991], [-1.83190, -5.56933, -2.74606], [-1.18318, -4.43419, -1.56502], [1.80590, -4.70594, -4.06833], [0.60898, -5.24664, -2.90124], [2.31321, -5.32232, -2.50922], [3.92931, -2.13478, -2.66080], [2.93147, -0.31667, -1.12566], [5.29440, -0.54208, -1.98690], [5.72325, -1.23249, -0.42387], [5.06487, 0.43943, -0.57693], [-2.35391, -2.66432, -0.65069], [-1.49168, -1.79725, 0.56824], [-2.58920, -0.93860, -0.54532], [0.97342, -0.92023, -0.08846], [0.86443, -0.02785, -1.62828], [-0.29564, -0.52184, 2.03665], [-1.26839, 0.89644, 2.29605], [1.62283, 0.50537, 2.77210], [0.45574, 1.56484, 3.59135], [1.17917, 2.09382, 2.07197], [8.69314, 1.33074, -0.10444], [7.62091, 2.34756, -0.42061], [7.03324, 2.35628, -1.48575], [7.32083, 3.26250, 0.54353], [7.90232, 3.39945, 1.86395], [8.80832, 0.67781, -0.96323], [9.64600, 1.82286, 0.09611], [8.40928, 0.72785, 0.75890], [6.59513, 3.90636, 0.27249], [7.12927, 3.28785, 2.62675], [8.35626, 4.38654, 1.97420], [8.66415, 2.64578, 2.02902], [-6.59514, -6.66440, 0.09018], [-7.96263, -7.02099, 0.61948], [-8.37219, -6.63442, 1.70103], [-8.74669, -7.81000, -0.16961], [-8.43494, -8.36105, -1.47425], [-6.08614, -6.03805, 0.81446], [-6.00091, -7.56350, -0.07095], [-6.67806, -6.11477, -0.84767], [-9.64591, -8.01498, 0.23401], [-9.15631, -8.00714, -2.21351], [-8.48031, -9.45159, -1.44187], [-7.44123, -8.06388, -1.78914], [1.60891, 6.33360, 3.89896], [2.15900, 5.01691, 4.39433], [3.00965, 4.39774, 3.77787], [1.66754, 4.52893, 5.56435], [0.66243, 5.11450, 6.43109], [2.09744, 6.57841, 2.96167], [0.53451, 6.26191, 3.72636], [1.80570, 7.12928, 4.61853], [2.06904, 3.64305, 5.83253], [1.08041, 5.28885, 7.42383], [-0.18688, 4.43637, 6.52848], [0.31069, 6.05849, 6.02986], [3.42710, -4.13794, 2.79723], [3.58313, -4.38734, 4.27596], [4.14365, -3.60127, 5.02469], [3.06518, -5.54866, 4.76847], [2.36959, -6.59352, 4.04143], [3.87568, -3.18242, 2.53432], [3.92316, -4.91973, 2.22135], [2.37234, -4.10471, 2.52165], [3.19791, -5.66139, 5.76000], [1.36205, -6.72262, 4.44161], [2.90508, -7.54023, 4.14095], [2.29522, -6.34491, 2.98899], [-4.39862, 5.74128, 0.42172], [-3.34641, 4.78547, -0.10131], [-3.08702, 4.70917, -1.28807], [-2.70123, 4.01525, 0.81443], [-2.88934, 3.98948, 2.24997], [-4.81915, 6.28038, -0.42098], [-5.19832, 5.19757, 0.92621], [-3.95886, 6.45928, 1.11548], [-2.01155, 3.39162, 0.42040], [-1.95308, 4.24201, 2.75421], [-3.18966, 2.98942, 2.56928], [-3.65284, 4.69697, 2.55525], [6.38285, 0.56711, 6.12480], [5.51963, 1.65987, 6.70867], [5.04521, 1.58254, 7.83301], [5.27901, 2.74754, 5.93449], [5.74200, 3.03758, 4.58770], [6.47818, -0.22579, 6.85905], [5.92814, 0.15605, 5.22309], [7.37632, 0.94854, 5.88514], [4.69284, 3.43300, 6.38212], [6.31756, 3.96610, 4.59888], [4.88022, 3.16463, 3.93792], [6.36900, 2.24071, 4.20075], [-3.07857, 5.99532, -6.87815], [-4.11510, 4.93279, -6.59483], [-3.81433, 3.84083, -6.15445], [-5.41867, 5.24351, -6.84996], [-5.96059, 6.48313, -7.36853], [-2.10282, 5.59562, -6.62293], [-3.08355, 6.26821, -7.93442], [-3.26300, 6.88485, -6.27467], [-6.05723, 4.49405, -6.63811], [-6.66482, 6.91363, -6.65365], [-6.48973, 6.29935, -8.30596], [-5.16940, 7.20151, -7.55157]],
  "forces_ev_per_angstrom": [[0.0283, 0.5161, 0.3554], [0.1414, 0.1755, -1.0651], [0.3765, -0.2770, 0.7003], [0.2652, 0.5021, -0.8693], [-0.7197, -0.1804, 0.7783], [1.1234, -0.2027, -1.3613], [-0.1990, 0.4199, 0.3335], [-0.0432, 0.3206, -0.4046], [-0.0641, 0.1210, 0.3234], [0.0390, -0.6666, -0.2154], [0.2030, -0.2705, 0.3601], [-0.3352, -0.3900, -0.6491], [-0.6923, 0.5915, 0.0526], [0.8789, 0.2404, 0.2176], [0.1089, 0.3120, 0.5934], [-0.2657, -1.4174, -0.2580], [0.0648, 0.4235, 0.1286], [-0.6708, 0.7697, 0.3461], [0.0859, -0.0188, -0.0526], [1.6583, -0.7851, -0.3432], [-0.3797, 0.2168, -0.3690], [-0.6112, 0.6865, -0.1152], [0.2024, 0.2951, -0.5788], [0.3094, -0.7070, 1.4663], [-0.3225, 0.0565, -0.3512], [-0.6979, 0.0967, -0.2423], [-0.2200, 0.3165, -0.1938], [0.3427, 0.2568, 0.3700], [-0.6570, -0.3935, -0.2038], [-0.2826, -0.2394, 0.1023], [-0.0866, -0.2577, -0.1130], [0.1478, -0.1519, -0.0592], [-0.1016, 0.0485, 0.1216], [0.0174, -0.1270, 0.2094], [-0.1000, 0.0419, -0.2493], [-0.2504, 0.1836, 0.0941], [-0.0418, -0.0094, 0.3215], [0.0708, -0.1179, 0.2352], [0.1159, 0.0506, -0.1640], [-0.1914, -0.3386, 0.1608], [-0.0431, 0.0805, 0.1618], [-0.0686, -0.3228, -0.0759], [-0.0070, -0.0679, -0.1066], [0.0055, 0.2477, 0.1327], [0.0077, -0.0104, -0.1389], [-0.1280, -0.0628, -0.0318], [0.0892, -0.0823, 0.0694], [-0.0198, 0.0540, -0.2140], [-0.4575, -0.1037, 0.1470], [0.0861, 0.0115, -0.1324], [0.1201, -0.0388, 0.1472], [0.1739, 0.0188, 0.3365], [0.0309, -0.1481, -0.0974], [-0.0071, 0.1619, 0.1883], [0.0288, 0.2148, 0.1477], [0.1498, -0.0141, 0.0532], [0.1959, 0.1869, 0.0476], [-0.0594, -0.1876, -0.2288], [-0.2185, -0.0121, -0.0856], [0.3683, 0.1708, 0.0183], [0.1881, 0.0195, 0.2483], [0.2389, 0.1046, -0.0101], [-0.0014, -0.0032, -0.0240], [-0.0925, -0.0050, 0.0316], [0.0364, 0.0204, -0.1113], [0.1808, -0.0861, 0.0040], [-0.3284, 0.1684, -0.1462], [-0.0560, 0.0180, -0.0451], [0.0049, -0.0385, 0.0845], [0.0634, 0.0143, 0.0374], [-0.0541, -0.0087, 0.0219], [0.2155, 0.0249, -0.1363], [0.0806, -0.0299, 0.0772], [0.0263, -0.0357, -0.0158], [-0.1116, 0.0092, 0.0976], [0.0312, 0.0513, 0.0456], [-0.0123, -0.0049, 0.0139], [0.1288, 0.0037, -0.0949], [-0.2924, -0.0185, 0.2195], [-0.0428, 0.0063, 0.0506], [0.0416, 0.0396, -0.1046], [0.1006, -0.0600, -0.0487], [-0.0236, -0.0056, 0.0054], [0.0749, -0.0136, -0.0851], [0.0724, -0.0084, -0.0871], [0.0226, 0.0169, 0.0100], [0.0366, -0.0154, -0.0278], [-0.0576, -0.1322, 0.0408], [0.0508, 0.1165, -0.0531], [-0.0024, 0.1683, -0.0170], [0.1703, -0.2981, 0.0102], [0.0374, -0.0583, -0.0160], [-0.0167, 0.0642, 0.0528], [-0.0919, 0.0191, 0.0092], [-0.0507, -0.0480, -0.0100], [-0.0708, 0.0712, 0.0195], [-0.0635, 0.0785, 0.0230], [0.0065, 0.0192, -0.0289], [0.1042, 0.0943, 0.1741], [0.0341, 0.0747, 0.0093], [0.0095, -0.0158, -0.0164], [-0.0208, -0.0174, -0.1646], [0.0837, 0.0426, 0.3486], [0.0244, -0.3053, 0.2787], [-0.0929, -0.0099, -0.0918], [0.0158, -0.0675, -0.1099], [-0.0074, 0.0016, 0.0244], [-0.0372, -0.0391, -0.1032], [-0.0427, -0.0355, -0.0966], [0.0012, 0.0221, -0.0146], [-0.0132, 0.0067, -0.0312], [0.0363, -0.0493, 0.0144], [-0.0193, 0.0625, -0.0380], [-0.0508, 0.1324, 0.0210], [0.2138, -0.2035, -0.2181], [0.0377, -0.0306, -0.0596], [0.0093, 0.0490, 0.0754], [-0.0610, -0.0219, 0.0647], [0.0244, -0.1106, -0.0800], [-0.0530, 0.0217, 0.0861], [-0.0428, 0.0386, 0.0905], [-0.0160, 0.0135, -0.0057], [-0.0201, 0.0011, 0.0393], [-0.0467, -0.0564, 0.1209], [0.0241, 0.0100, -0.0248], [0.1194, -0.0584, -0.0869], [-0.2472, 0.0560, 0.3247], [-0.0495, 0.0097, 0.0382], [0.0571, 0.0037, -0.0409], [-0.0041, -0.0085, -0.0905], [-0.0229, 0.0474, -0.0291], [0.0567, -0.0255, -0.1039], [0.0713, 0.0336, -0.1709], [-0.0259, -0.1025, 0.1972], [0.0139, -0.0135, 0.0037], [0.0328, -0.0259, 0.0581], [0.0185, 0.0428, -0.1577], [0.0804, 0.1393, -0.0701], [-0.1496, -0.3255, 0.1126], [-0.0169, -0.0687, 0.0319], [-0.0150, 0.0846, 0.0190], [-0.0012, 0.0470, -0.0647], [-0.0152, -0.0147, 0.0175], [0.0184, 0.1069, -0.0417], [0.0163, 0.1097, -0.0342], [0.0330, 0.0032, 0.0035]],
  "lowdin_charge": [-0.087, -0.252, -0.173, -0.213, -0.050, -0.459, -0.046, -0.166, -0.113, -0.139, -0.524, 0.126, 0.105, 0.108, -0.084, 0.157, -0.143, -0.661, 0.526, -0.761, -0.158, 0.659, -0.143, -0.467, -0.018, -0.392, 0.891, -0.531, -0.157, 0.060, 0.050, 0.073, 0.062, 0.103, 0.117, 0.103, 0.067, 0.105, 0.128, 0.094, 0.106, 0.116, 0.142, 0.113, -0.002, -0.023, -0.033, 0.048, 0.081, 0.079, 0.056, 0.063, 0.065, 0.082, 0.070, 0.037, 0.078, 0.069, 0.045, 0.050, 0.054, 0.048, -0.012, -0.559, 0.032, 0.014, -0.068, 0.082, 0.080, 0.084, 0.140, 0.041, 0.085, 0.075, -0.018, -0.552, 0.027, -0.002, -0.083, 0.085, 0.081, 0.089, 0.133, 0.080, 0.079, 0.071, -0.006, -0.542, 0.027, 0.014, -0.076, 0.083, 0.080, 0.083, 0.137, 0.083, 0.083, 0.069, -0.049, -0.548, 0.019, -0.002, -0.082, -0.003, 0.085, 0.088, 0.131, 0.080, 0.078, 0.073, -0.018, -0.554, 0.039, 0.019, -0.080, 0.077, 0.081, 0.078, 0.099, 0.076, 0.082, 0.066, -0.005, -0.555, 0.016, 0.016, -0.094, 0.082, 0.089, 0.080, 0.126, 0.085, 0.063, 0.062, -0.009, -0.537, 0.050, 0.005, -0.086, 0.084, 0.081, 0.083, 0.138, 0.080, 0.080, 0.068],
  "orbital_gap_ev": 7.2,
  "charge": -1,
  "e_lumo_ha": 0.0632,
  "relative_energy_kcal_mol": 17.31
}